Entry 1:
Here is a structure of composition C33H56CaN5O4PS2 from OMol25. Energies are from ωB97M-V/def2-TZVPD.

```
102
C33H56CaN5O4PS2 (ωB97M-V/def2-TZVPD)
Ca 0.045 -0.051 -0.546
O 1.804 -1.501 2.538
S 1.122 -0.434 1.839
O 0.957 0.810 2.574
O 1.848 -0.126 0.522
O -0.238 -0.915 1.350
C -4.888 2.034 -0.522
N -4.006 1.281 -1.378
C -4.074 -0.075 -1.596
C -3.108 -0.399 -2.482
N -2.445 0.773 -2.802
C -3.020 1.827 -2.140
S -2.624 3.424 -2.286
C -1.316 0.876 -3.641
C -1.401 0.628 -5.004
C -0.230 0.719 -5.742
C 0.950 1.054 -5.091
C 0.917 1.267 -3.721
N -0.195 1.175 -3.006
H -5.914 1.959 -0.881
H -4.568 3.075 -0.555
H -4.826 1.660 0.501
H -4.793 -0.691 -1.092
H -2.803 -1.347 -2.885
H -2.351 0.389 -5.457
H -0.241 0.535 -6.807
H 1.882 1.145 -5.628
H 1.819 1.518 -3.176
C -0.617 -4.544 -5.299
C -1.594 -4.166 -4.193
C -0.857 -4.010 -2.854
C 0.588 -3.534 -3.035
C 0.665 -2.621 -4.260
C 0.359 -3.388 -5.552
P 1.176 -2.576 -1.560
C 1.142 -3.676 -0.088
C 1.946 -4.981 -0.185
C 1.528 -5.965 0.919
C 1.124 -5.206 2.179
C -0.137 -4.367 1.925
C -0.257 -3.967 0.450
C 3.008 -2.345 -1.814
C 3.383 -0.938 -2.278
C 4.850 -0.661 -1.927
C 5.713 -1.927 -2.042
C 5.145 -2.874 -3.091
C 3.745 -3.371 -2.692
H -1.142 -4.807 -6.218
H -0.068 -5.437 -4.991
H -2.384 -4.913 -4.095
H -2.090 -3.231 -4.470
H -0.858 -4.965 -2.323
H -1.402 -3.305 -2.211
H 1.231 -4.403 -3.207
H 1.637 -2.132 -4.333
H -0.063 -1.812 -4.118
H 1.283 -3.769 -5.992
H -0.071 -2.698 -6.283
H 1.616 -3.022 0.663
H 3.010 -4.754 -0.079
H 1.818 -5.450 -1.166
H 2.344 -6.663 1.120
H 0.681 -6.569 0.579
H 1.942 -4.549 2.479
H 0.959 -5.896 3.008
H -0.095 -3.457 2.524
H -1.030 -4.923 2.224
H -0.899 -3.087 0.370
H -0.718 -4.773 -0.130
H 3.379 -2.431 -0.786
H 2.753 -0.191 -1.791
H 3.224 -0.857 -3.360
H 4.895 -0.277 -0.907
H 5.243 0.123 -2.580
H 5.750 -2.442 -1.079
H 6.743 -1.660 -2.285
H 5.810 -3.727 -3.244
H 5.095 -2.351 -4.050
H 3.823 -4.321 -2.160
H 3.179 -3.572 -3.603
C 1.073 4.306 3.269
C -0.053 4.658 2.305
N -0.755 3.483 1.815
C -1.780 2.948 2.696
C -3.170 3.478 2.361
C -0.413 2.813 0.697
C 0.847 3.171 -0.036
N -1.080 1.825 0.203
H 1.677 5.186 3.489
H 1.710 3.531 2.847
H 0.682 3.922 4.209
H 0.316 5.239 1.459
H -0.798 5.292 2.798
H -1.504 3.218 3.718
H -1.733 1.856 2.659
H -3.234 4.550 2.540
H -3.924 2.988 2.974
H -3.406 3.310 1.311
H 0.596 3.508 -1.043
H 1.456 2.264 -0.090
H 1.450 3.925 0.458
H -1.930 1.647 0.731
```

For the total energy, the calculation gives -100173.65328 eV. For the frontier orbital gap, the calculation gives 7.80 eV. The calculation puts the strongest force on any atom at 2.6 eV/A. The LUMO energy comes out at -0.1 eV. The calculation puts the HOMO energy at -7.9 eV. Its energy above the lowest of the compared OMol25 structures with the same formula, charge and spin is 0.963 eV. As for the net charge: 0.



Entry 2:
Here is a structure of composition C33H57BBrCl4F5K2MgNO14S from OMol25. Energies are from ωB97M-V/def2-TZVPD.

```
120
C33H57BBrCl4F5K2MgNO14S (ωB97M-V/def2-TZVPD)
C 8.658 0.552 -2.194
C 7.321 1.433 -1.967
O 6.584 1.056 -1.012
O 7.031 2.500 -2.839
C 6.304 3.579 -2.173
C 4.760 3.718 -2.587
C 3.976 2.323 -2.754
C 2.720 2.160 -1.763
C 2.932 1.004 -0.636
C 1.952 -0.246 -0.807
C 2.456 -1.420 -1.767
C 4.056 -1.537 -1.962
C 4.531 -2.944 -2.682
O 4.166 -3.013 -4.089
C 5.071 -2.328 -4.914
C 4.505 -1.613 -6.286
O 6.350 -2.236 -4.713
O 1.745 -1.430 -3.065
C 2.158 -0.354 -3.887
O 1.243 0.344 -4.405
H 8.904 0.541 -3.305
H 9.513 0.870 -1.516
H 8.410 -0.538 -1.906
H 6.817 4.558 -2.510
H 6.388 3.570 -1.033
H 4.708 4.294 -3.585
H 4.277 4.412 -1.806
H 3.548 2.325 -3.830
H 4.679 1.424 -2.700
H 1.749 2.017 -2.341
H 2.612 3.171 -1.214
H 4.041 0.760 -0.517
H 2.624 1.519 0.354
H 1.635 -0.718 0.196
H 0.971 0.156 -1.268
H 2.126 -2.410 -1.265
H 4.546 -0.674 -2.522
H 4.519 -1.592 -0.880
H 5.639 -3.157 -2.470
H 3.952 -3.788 -2.145
H 3.712 -0.820 -6.081
H 5.345 -1.138 -6.911
H 3.998 -2.406 -6.954
H 3.231 -0.032 -4.089
K 6.947 -0.395 -5.175
B 5.090 5.362 2.512
O 4.779 5.656 1.099
C 3.695 4.964 0.782
O 3.171 4.977 -0.311
C 3.242 4.193 1.945
O 2.279 3.458 1.980
O 4.053 4.417 2.969
F 5.040 6.561 3.285
F 6.384 4.762 2.615
K 4.907 -2.043 0.523
C -1.726 2.543 -1.162
Cl -2.662 3.916 -1.766
Cl -1.156 1.534 -2.501
Cl -0.361 3.096 -0.189
H -2.374 1.938 -0.530
C 5.004 -5.251 5.715
F 5.112 -6.300 4.862
F 3.964 -5.538 6.531
F 6.110 -5.287 6.493
S 4.798 -3.627 4.834
O 3.571 -3.764 4.048
O 5.997 -3.481 4.008
O 4.700 -2.627 5.886
C -5.733 2.677 0.706
C -5.586 1.808 -0.537
C -6.916 1.423 -1.164
C -7.840 0.517 -0.379
N -7.420 -0.927 -0.094
C -6.550 -1.059 1.149
C -7.490 -0.843 2.315
C -8.848 -1.327 1.855
C -8.703 -1.674 0.380
C -6.889 -1.679 -1.323
C -5.374 -1.614 -1.559
C -4.989 -1.051 -2.926
H -6.340 2.186 1.470
H -4.750 2.881 1.138
H -6.197 3.638 0.456
H -4.978 0.934 -0.291
H -5.003 2.363 -1.283
H -6.760 1.013 -2.165
H -7.473 2.352 -1.346
H -8.766 0.436 -0.955
H -8.094 0.981 0.577
H -6.141 -2.073 1.155
H -5.744 -0.330 1.135
H -7.544 0.219 2.571
H -7.148 -1.365 3.211
H -9.612 -0.541 2.000
H -9.175 -2.201 2.422
H -9.551 -1.380 -0.240
H -8.533 -2.748 0.272
H -7.477 -1.343 -2.180
H -7.129 -2.733 -1.165
H -4.999 -2.643 -1.534
H -4.825 -1.094 -0.776
H -5.641 -1.434 -3.716
H -3.962 -1.336 -3.170
H -5.026 0.039 -2.946
Br -10.114 -0.066 3.490
Mg -9.926 2.291 4.773
C -0.626 -1.392 4.889
C -1.306 -2.639 4.365
C -0.259 -3.703 4.634
O 0.466 -3.287 5.796
C 0.126 -1.927 6.092
H -1.318 -0.587 5.142
H 0.081 -1.014 4.143
H -2.208 -2.844 4.952
H -1.590 -2.576 3.313
H 0.452 -3.779 3.805
H -0.698 -4.688 4.809
H -0.505 -1.926 6.987
H 1.034 -1.359 6.305
Cl -7.430 4.462 1.794
```

For the total energy, the calculation gives -248613.97137 eV. For the frontier orbital gap, the calculation gives 2.95 eV. The calculation puts the strongest force on any atom at 9.3 eV/A. The LUMO energy comes out at -6.4 eV. The calculation puts the HOMO energy at -9.3 eV. As for the net charge: +1.